Molecular formula: C25H31FeN7O4PS2
Method: DFT, ωB97M-V/def2-TZVPD

Calculated values
Electronic energy: -110393.991 eV
Lowest unoccupied orbital energy (spin up / spin down): 2.60 / 1.06 eV
HOMO-LUMO gap (spin up / spin down): 7.52 / 6.35 eV
Energy above the lowest of the compared OMol25 structures with the same formula, charge and spin: 30.4 kJ/mol
2S+1: 5
Charge: -1

Positions of all 71 atoms, in Å:
1 Fe 1.13 1.33 1.41
2 N 5.13 2.79 0.53
3 C 3.84 2.13 0.54
4 S 3.25 1.67 2.20
5 N 2.93 3.06 -0.13
6 N 1.69 2.90 0.24
7 C 0.87 3.84 -0.23
8 C -0.47 4.04 0.16
9 C -1.15 5.15 -0.42
10 C -2.43 5.47 -0.07
11 C -3.08 4.69 0.90
12 C -2.47 3.62 1.48
13 C -1.14 3.23 1.13
14 O -0.63 2.19 1.66
15 H 5.77 2.24 1.11
16 H 5.01 3.69 0.97
17 H 1.33 4.55 -0.91
18 H -0.61 5.74 -1.16
19 H -2.93 6.32 -0.52
20 H -4.10 4.94 1.19
21 H -2.97 3.00 2.22
22 O 0.96 0.15 -0.01
23 O 1.00 -1.19 0.53
24 C -2.92 -0.47 -3.69
25 N -2.46 0.83 -4.19
26 C -1.23 0.61 -4.95
27 N -0.18 -0.10 -4.22
28 C -0.73 -1.36 -3.73
29 N -1.94 -1.21 -2.92
30 C -1.63 -0.53 -1.65
31 P -0.93 1.18 -1.83
32 C -2.21 1.75 -3.07
33 C 0.34 0.70 -3.10
34 H -3.20 -1.08 -4.56
35 H -3.81 -0.31 -3.08
36 H -0.84 1.58 -5.27
37 H -1.48 0.02 -5.83
38 H 0.03 -1.87 -3.14
39 H -0.99 -1.97 -4.60
40 H -0.90 -1.13 -1.10
41 H -2.54 -0.49 -1.05
42 H -1.90 2.72 -3.47
43 H -3.15 1.92 -2.54
44 H 1.12 0.14 -2.59
45 H 0.81 1.61 -3.50
46 S 4.00 -0.19 -2.81
47 C 3.96 0.51 -1.39
48 N 3.96 0.96 -0.30
49 C 0.48 -6.34 4.22
50 C 0.42 -4.99 3.57
51 C -0.70 -4.58 2.87
52 C -0.77 -3.32 2.27
53 C -2.01 -2.97 1.48
54 C 0.32 -2.45 2.38
55 C 0.24 -1.09 1.71
56 O 0.71 -0.05 2.48
57 C 1.47 -2.86 3.06
58 C 2.70 -2.00 3.15
59 C 1.49 -4.12 3.65
60 H -0.46 -6.89 4.08
61 H 0.66 -6.26 5.30
62 H 1.28 -6.95 3.80
63 H -1.55 -5.25 2.77
64 H -2.66 -3.84 1.42
65 H -1.77 -2.65 0.47
66 H -2.57 -2.16 1.96
67 H -0.81 -0.87 1.44
68 H 2.48 -1.03 3.60
69 H 3.09 -1.77 2.15
70 H 3.48 -2.50 3.72
71 H 2.39 -4.43 4.18

=====

Molecular formula: C24H48Cl8F2O4
Method: DFT, ωB97M-V/def2-TZVPD

Calculated values
Electronic energy: -139470.002 eV
Lowest unoccupied orbital energy: 0.59 eV
HOMO-LUMO gap: 9.92 eV
SMILES: CCO[C@@](CCF)(CCCCOC)[C@](CCO)(OC)[C@H](C)F.ClCCCl.ClCCCl.ClCCCl.ClCCCl
Charge: 0

Positions of all 86 atoms, in Å:
1 C 0.37 -2.10 6.34
2 C 1.43 -2.06 5.23
3 O 1.03 -1.19 4.18
4 C 1.11 -1.71 2.85
5 C 2.59 -2.11 2.56
6 C 2.88 -3.51 2.04
7 F 4.24 -3.59 1.77
8 C 0.16 -2.92 2.69
9 C -1.26 -2.80 3.27
10 C -1.86 -4.17 3.55
11 C -3.19 -4.10 4.30
12 O -4.18 -3.43 3.56
13 C -4.40 -2.07 3.87
14 C 0.70 -0.51 1.90
15 C 1.48 0.75 2.29
16 C 1.16 2.08 1.58
17 O 0.36 1.96 0.40
18 O -0.70 -0.27 1.98
19 C -1.21 0.46 3.07
20 C 0.96 -0.98 0.42
21 C 2.05 -0.26 -0.37
22 F -0.21 -0.88 -0.32
23 H -0.42 -2.81 6.13
24 H 0.85 -2.33 7.29
25 H -0.06 -1.10 6.43
26 H 2.37 -1.67 5.66
27 H 1.65 -3.07 4.88
28 H 3.05 -1.42 1.85
29 H 3.18 -1.99 3.48
30 H 2.65 -4.28 2.79
31 H 2.34 -3.75 1.12
32 H 0.05 -3.17 1.63
33 H 0.63 -3.79 3.16
34 H -1.28 -2.17 4.16
35 H -1.89 -2.30 2.53
36 H -2.04 -4.68 2.60
37 H -1.17 -4.81 4.11
38 H -3.55 -5.12 4.49
39 H -3.04 -3.63 5.28
40 H -5.47 -1.89 3.98
41 H -4.02 -1.43 3.07
42 H -3.91 -1.79 4.81
43 H 2.56 0.57 2.20
44 H 1.32 0.90 3.36
45 H 0.68 2.76 2.29
46 H 2.10 2.57 1.29
47 H -0.49 2.37 0.57
48 H -2.29 0.46 2.96
49 H -0.87 1.50 3.07
50 H -0.96 0.03 4.04
51 H 1.19 -2.04 0.42
52 H 1.64 0.63 -0.83
53 H 2.91 0.02 0.23
54 H 2.41 -0.92 -1.17
55 Cl 1.17 0.10 -5.16
56 C -0.29 0.59 -4.26
57 C -1.36 1.13 -5.17
58 Cl -0.86 2.70 -5.87
59 H 0.01 1.32 -3.51
60 H -0.65 -0.30 -3.74
61 H -2.27 1.31 -4.60
62 H -1.58 0.46 -5.99
63 Cl 1.19 6.59 -0.71
64 C 1.67 5.76 -2.22
65 C 1.80 4.27 -2.00
66 Cl 3.21 3.92 -0.95
67 H 2.59 6.20 -2.56
68 H 0.89 5.96 -2.95
69 H 1.97 3.76 -2.94
70 H 0.92 3.85 -1.52
71 Cl 1.14 5.41 -5.86
72 C 1.54 6.95 -6.67
73 C 3.02 7.26 -6.60
74 Cl 3.54 7.65 -4.95
75 H 0.95 7.73 -6.22
76 H 1.25 6.84 -7.72
77 H 3.23 8.13 -7.22
78 H 3.62 6.42 -6.95
79 Cl -2.97 -1.84 -4.41
80 C -4.20 -2.51 -5.51
81 C -3.58 -3.23 -6.67
82 Cl -2.71 -2.12 -7.76
83 H -4.82 -1.68 -5.85
84 H -4.82 -3.19 -4.93
85 H -4.35 -3.72 -7.26
86 H -2.86 -3.98 -6.33

=====

Molecular formula: CH4NOP
Method: DFT, ωB97M-V/def2-TZVPD

Calculated values
Electronic energy: -13927.206 eV
Lowest unoccupied orbital energy: 1.19 eV
HOMO-LUMO gap: 10.30 eV
SMILES: NP1CO1
Energy above the lowest of the compared OMol25 structures with the same formula, charge and spin: 128.1 kJ/mol
Charge: 0

Positions of all 8 atoms, in Å:
1 N 0.20 1.22 -0.68
2 P -0.83 -0.25 -0.70
3 C -0.31 -0.87 0.95
4 O 0.25 -1.37 -0.27
5 H 0.03 1.84 -1.49
6 H 1.15 1.15 -0.86
7 H -0.84 -1.50 1.62
8 H 0.35 -0.21 1.42

=====

Molecular formula: C70H72Br2ClF9N2O2
Method: DFT, ωB97M-V/def2-TZVPD

Calculated values
Electronic energy: -257895.946 eV
Lowest unoccupied orbital energy: 0.53 eV
HOMO-LUMO gap: 9.40 eV
SMILES: COCCCCC[C@]1(/C(Br)=C(/C)Br)C(=O)N[C@@H](CCCN)[C@@H]1Cl.Fc1ccccc1.Fc1ccccc1.Fc1ccccc1.Fc1ccccc1.Fc1ccccc1.Fc1ccccc1.Fc1ccccc1.Fc1ccccc1.Fc1ccccc1
Charge: 0

Positions of all 158 atoms, in Å:
1 C 0.66 -0.78 3.02
2 O 0.18 -0.54 1.71
3 C 1.04 -0.97 0.68
4 C 0.49 -2.19 -0.11
5 C -0.45 -3.08 0.71
6 C -1.93 -3.04 0.23
7 C -2.85 -2.59 1.38
8 C -4.22 -1.97 0.92
9 C -5.10 -1.98 2.15
10 Br -6.34 -3.45 2.33
11 C -5.10 -1.14 3.13
12 C -5.99 -1.22 4.33
13 Br -3.88 0.33 3.16
14 C -4.67 -2.99 -0.18
15 O -4.82 -4.15 -0.05
16 N -4.86 -2.37 -1.42
17 C -4.29 -1.03 -1.41
18 C -4.99 0.05 -2.25
19 C -4.22 0.35 -3.54
20 C -2.91 1.11 -3.31
21 N -1.71 0.23 -3.38
22 C -4.15 -0.67 0.10
23 Cl -2.55 0.19 0.19
24 H -0.12 -1.25 3.62
25 H 1.53 -1.44 3.05
26 H 0.92 0.17 3.49
27 H 2.05 -1.20 1.01
28 H 1.13 -0.16 -0.04
29 H 1.36 -2.79 -0.37
30 H 0.03 -1.83 -1.03
31 H -0.10 -4.11 0.61
32 H -0.43 -2.86 1.77
33 H -2.04 -2.40 -0.63
34 H -2.18 -4.04 -0.11
35 H -3.14 -3.50 1.91
36 H -2.35 -1.95 2.10
37 H -7.00 -1.48 4.04
38 H -5.57 -1.91 5.05
39 H -6.03 -0.25 4.80
40 H -5.80 -2.34 -1.78
41 H -3.29 -1.10 -1.80
42 H -5.98 -0.30 -2.54
43 H -5.05 0.95 -1.63
44 H -4.85 0.96 -4.19
45 H -4.04 -0.56 -4.10
46 H -2.79 1.87 -4.07
47 H -2.93 1.60 -2.35
48 H -2.02 -0.71 -3.61
49 H -1.29 0.16 -2.46
50 H -4.94 0.00 0.40
51 F 1.70 -1.27 -6.12
52 C 0.55 -1.35 -6.81
53 C 0.53 -2.05 -8.01
54 C -0.66 -2.13 -8.72
55 C -1.81 -1.52 -8.23
56 C -1.77 -0.83 -7.03
57 C -0.59 -0.74 -6.31
58 H 1.44 -2.51 -8.37
59 H -0.69 -2.68 -9.65
60 H -2.73 -1.59 -8.79
61 H -2.66 -0.34 -6.66
62 H -0.54 -0.21 -5.37
63 F 3.20 -3.20 2.43
64 C 4.54 -3.19 2.22
65 C 5.03 -2.69 1.03
66 C 6.40 -2.67 0.83
67 C 7.25 -3.16 1.80
68 C 6.74 -3.67 2.99
69 C 5.37 -3.67 3.21
70 H 4.34 -2.32 0.28
71 H 6.80 -2.28 -0.10
72 H 8.32 -3.15 1.64
73 H 7.41 -4.05 3.75
74 H 4.95 -4.05 4.13
75 F -4.56 3.56 -3.64
76 C -5.81 4.07 -3.71
77 C -6.75 3.65 -2.79
78 C -8.03 4.18 -2.85
79 C -8.35 5.11 -3.83
80 C -7.39 5.51 -4.75
81 C -6.11 4.99 -4.69
82 H -6.48 2.92 -2.03
83 H -8.78 3.87 -2.13
84 H -9.35 5.52 -3.88
85 H -7.64 6.23 -5.52
86 H -5.34 5.30 -5.39
87 F 7.47 -2.13 5.39
88 C 7.92 -0.87 5.27
89 C 7.05 0.18 5.52
90 C 7.52 1.48 5.41
91 C 8.83 1.72 5.03
92 C 9.69 0.65 4.78
93 C 9.23 -0.65 4.91
94 H 6.03 -0.03 5.81
95 H 6.85 2.31 5.61
96 H 9.19 2.73 4.94
97 H 10.71 0.83 4.49
98 H 9.88 -1.49 4.72
99 F -10.18 3.43 1.52
100 C -9.06 3.01 2.14
101 C -7.97 2.64 1.38
102 C -6.81 2.21 2.02
103 C -6.77 2.15 3.40
104 C -7.87 2.52 4.15
105 C -9.03 2.96 3.52
106 H -8.03 2.69 0.30
107 H -5.95 1.93 1.43
108 H -5.86 1.81 3.89
109 H -7.84 2.47 5.23
110 H -9.90 3.26 4.09
111 F -2.88 0.34 -10.03
112 C -2.70 0.50 -11.35
113 C -2.78 1.76 -11.90
114 C -2.59 1.92 -13.26
115 C -2.34 0.81 -14.06
116 C -2.28 -0.45 -13.50
117 C -2.45 -0.61 -12.13
118 H -2.98 2.61 -11.26
119 H -2.64 2.91 -13.70
120 H -2.20 0.94 -15.13
121 H -2.09 -1.32 -14.12
122 H -2.40 -1.59 -11.67
123 F 11.45 -1.57 6.28
124 C 11.61 -1.22 7.57
125 C 12.42 -2.00 8.37
126 C 12.60 -1.65 9.70
127 C 11.96 -0.52 10.21
128 C 11.15 0.25 9.39
129 C 10.98 -0.10 8.05
130 H 12.90 -2.88 7.96
131 H 13.23 -2.25 10.34
132 H 12.10 -0.25 11.25
133 H 10.66 1.12 9.78
134 H 10.36 0.50 7.40
135 F -7.71 4.70 5.92
136 C -7.19 5.94 5.84
137 C -8.02 7.03 6.05
138 C -7.48 8.31 5.97
139 C -6.13 8.48 5.67
140 C -5.32 7.37 5.46
141 C -5.85 6.09 5.55
142 H -9.06 6.87 6.28
143 H -8.11 9.17 6.14
144 H -5.72 9.47 5.60
145 H -4.27 7.50 5.22
146 H -5.23 5.21 5.39
147 F 9.62 -2.48 0.00
148 C 9.94 -3.60 -0.69
149 C 10.13 -4.78 -0.01
150 C 10.45 -5.93 -0.73
151 C 10.58 -5.86 -2.12
152 C 10.39 -4.66 -2.78
153 C 10.06 -3.52 -2.06
154 H 10.03 -4.81 1.06
155 H 10.59 -6.86 -0.22
156 H 10.83 -6.75 -2.67
157 H 10.49 -4.61 -3.85
158 H 9.90 -2.57 -2.56